Entry from the Open Molecules 2025 dataset: C25H45BN4O2RhSSi3 as an isolated structure (ωB97M-V/def2-TZVPD).

The gap between HOMO and LUMO (alpha / beta) is 0.2525 / 0.2525 Ha. Its charge is +1.

Element x y z (Å)
H -1.477 -7.325 2.698
H 1.247 3.212 3.372
C -1.459 -2.461 -0.950
H 2.029 4.207 2.155
H 1.415 0.602 -3.817
C -0.701 -3.803 0.905
H 1.707 -0.547 2.350
Si 1.977 0.396 -1.384
C -1.883 -3.558 -1.653
O -1.494 -1.121 -1.292
H -1.304 -8.403 0.535
C -0.910 -6.316 0.867
H 4.067 0.197 -2.620
C 3.706 1.720 1.499
H 1.060 -1.014 -3.219
H -2.031 -5.679 -1.584
H 3.016 5.265 -1.419
H -3.181 6.399 0.591
Rh -0.939 1.575 -0.253
H 0.328 3.775 1.983
H -1.211 -5.597 2.914
C -0.037 4.541 -0.558
C -1.705 -4.802 -1.043
N -3.911 0.992 -0.113
H -2.539 -7.352 -0.153
H -3.103 3.929 0.419
H 0.195 0.278 2.649
C 1.306 3.402 2.297
H 4.195 2.536 0.967
C -1.465 -7.457 0.016
H -0.057 0.299 -2.895
C 0.595 -6.547 1.063
B -0.861 -0.431 -0.225
H -2.684 -6.167 2.121
C -0.883 -2.585 0.301
N -1.156 3.861 -0.252
C 1.004 0.049 -2.972
H 1.131 4.448 -3.378
N -2.933 1.365 -1.051
Si 1.834 1.799 1.444
H 0.903 6.461 -0.714
H -0.235 -3.862 1.880
C -2.280 5.904 0.256
C -1.124 -4.948 0.216
H -2.811 0.609 -1.723
H 4.020 1.769 2.546
H -2.322 -3.471 -2.638
H 0.155 2.981 -3.265
H 0.767 -7.516 1.534
C 3.671 0.978 -1.963
H 3.639 1.898 -2.547
H -4.809 0.681 -0.451
C 2.247 -1.260 -0.536
H 2.451 -1.197 0.531
C 1.272 0.422 2.588
C -1.136 6.621 -0.061
H 3.101 4.645 0.235
H -1.124 7.700 0.018
C -2.240 4.528 0.148
N -4.528 0.709 2.082
C 2.990 4.357 -0.811
H -0.965 -7.523 -0.951
H -4.272 0.619 3.052
C -3.587 0.993 1.187
Si 1.394 3.437 -1.144
H 4.384 1.118 -1.151
H 1.632 0.711 3.580
H 1.889 2.868 -3.547
H 1.413 -1.949 -0.678
H 3.118 -1.720 -1.012
C 1.146 1.742 -0.322
C -1.613 -6.347 2.232
S -2.010 1.343 1.686
H -5.491 0.557 1.830
H 4.082 0.776 1.099
H 1.042 -5.782 1.699
H -3.206 2.226 -1.519
H 1.117 -6.535 0.104
C -0.007 5.929 -0.470
H 3.859 3.760 -1.087
C 1.122 3.421 -3.005
O -0.541 -1.337 0.773